92
Properties=species:S:1:pos:R:3:mulliken_charge:R:1 method="wB97M-V/def2-TZVPD" total_energy_ha=-3381.16040 lumo_ev="-10.10 / -10.10" charge=+3
Pt -0.860 -1.466 1.141 2.37
C -0.372 1.740 2.698 -0.96
N -1.137 2.708 1.881 0.14
C -0.577 4.077 1.801 -1.14
C -2.186 2.337 1.178 -0.14
N -2.347 0.971 1.007 0.40
C -3.486 0.426 0.641 -0.48
C -4.760 0.938 0.490 -0.47
C -5.804 0.444 -0.298 -0.83
C -5.876 -0.569 -1.244 -0.86
C -4.987 -1.539 -1.732 0.52
C -5.539 -2.495 -2.575 -1.39
C -4.848 -3.635 -2.978 -0.86
C -3.550 -3.898 -2.548 -0.73
C -2.860 -2.976 -1.805 -0.01
N -0.681 -2.423 -1.029 -0.34
C 0.525 -2.967 -1.308 -0.01
N 1.535 -2.082 -1.372 0.26
C 2.880 -2.430 -0.868 -1.39
C 1.277 -0.654 -1.557 -1.12
N 0.770 -4.257 -1.552 0.24
C -0.002 -5.362 -0.959 -0.83
C 1.841 -4.680 -2.480 -1.18
C -3.486 -1.616 -1.444 2.24
N -3.041 3.264 0.698 0.20
C -3.448 4.448 1.480 -1.16
C -3.365 3.296 -0.733 -0.81
H 0.380 2.287 3.257 0.41
H 0.128 1.022 2.064 0.04
H -1.016 1.210 3.394 0.50
H -0.908 4.699 2.627 0.36
H -0.854 4.543 0.861 0.38
H 0.504 3.991 1.843 0.47
H -4.952 1.860 1.029 0.66
H -6.736 0.989 -0.191 0.49
H -6.860 -0.658 -1.687 0.41
H -6.568 -2.357 -2.894 0.47
H -5.340 -4.351 -3.631 0.46
H -3.043 -4.818 -2.822 0.53
H 2.853 -3.391 -0.362 0.45
H 3.192 -1.678 -0.143 0.47
H 3.609 -2.463 -1.677 0.34
H 0.594 -0.487 -2.387 0.31
H 2.223 -0.169 -1.779 0.47
H 0.861 -0.183 -0.667 0.29
H -0.532 -5.025 -0.078 0.12
H 0.701 -6.136 -0.658 0.45
H -0.699 -5.791 -1.677 0.20
H 2.118 -3.856 -3.131 0.40
H 1.452 -5.491 -3.093 0.41
H 2.722 -5.043 -1.949 0.35
H -3.121 4.354 2.511 0.42
H -4.538 4.503 1.472 0.35
H -3.057 5.374 1.053 0.42
H -3.109 2.350 -1.205 0.22
H -2.799 4.090 -1.224 0.35
H -4.430 3.492 -0.877 0.34
S 1.093 -1.643 2.341 -0.61
P 0.237 -3.111 3.466 1.16
S -1.419 -3.450 2.312 -0.52
C -0.171 -2.561 5.097 0.63
C 0.595 -3.004 6.177 -0.53
C 0.310 -2.542 7.458 -0.77
C -0.729 -1.650 7.658 -0.51
C -1.495 -1.204 6.578 -0.76
C -1.218 -1.653 5.300 -0.33
C 1.258 -4.533 3.593 0.58
C 0.691 -5.706 4.100 -0.22
C 1.486 -6.830 4.252 -0.76
C 2.834 -6.781 3.902 -0.49
C 3.393 -5.615 3.397 -0.82
C 2.605 -4.482 3.238 -0.42
H 1.406 -3.707 6.027 0.40
H 0.901 -2.884 8.299 0.44
H -0.954 -1.299 8.660 0.41
H -2.310 -0.510 6.748 0.43
H -1.816 -1.318 4.462 0.27
H -0.358 -5.744 4.382 0.41
H 1.060 -7.743 4.651 0.44
H 3.453 -7.663 4.029 0.44
H 4.445 -5.585 3.133 0.46
H 3.040 -3.565 2.853 0.38
C -2.743 -0.457 -2.147 -1.58
S -3.219 -1.388 0.408 0.08
C -4.561 -2.287 1.181 -1.02
O -1.663 -3.354 -1.491 0.11
H -2.609 -0.721 -3.198 0.57
H -1.765 -0.280 -1.712 0.25
H -3.356 0.443 -2.097 0.48
H -5.247 -1.560 1.614 0.43
H -4.108 -2.913 1.954 0.36
H -5.051 -2.896 0.420 0.39

=====

90
Properties=species:S:1:pos:R:3:mulliken_charge:R:1 method="wB97M-V/def2-TZVPD" total_energy_ha=-2234.53188 lumo_ev=0.38 charge=0 e_above_lowest_kj_mol=0.0
C 5.974 2.219 14.690 -0.65
S 5.818 0.700 15.659 0.49
O 4.442 0.180 15.431 -0.65
C 6.908 -0.300 14.620 -0.90
H 5.608 3.038 15.307 0.26
H 5.382 2.091 13.788 0.43
H 7.039 2.372 14.527 0.05
H 7.024 -1.255 15.127 0.35
H 7.862 0.205 14.487 0.30
H 6.400 -0.443 13.666 0.28
N 9.381 5.544 12.564 0.10
C 10.200 4.477 12.312 -0.73
C 9.401 3.368 12.198 -0.52
C 8.054 3.801 12.358 -0.21
C 8.069 5.145 12.617 -0.74
H 9.616 6.512 12.680 0.23
H 11.255 4.660 12.205 0.46
H 9.655 2.337 12.020 0.43
H 7.196 3.155 12.285 0.66
H 7.250 5.818 12.805 0.35
N 10.769 4.830 22.353 -0.02
C 11.867 4.027 22.510 -0.37
C 12.766 4.310 21.510 -1.11
C 12.215 5.402 20.782 0.40
C 11.013 5.703 21.319 -1.04
H 10.021 4.917 23.017 0.21
H 11.907 3.294 23.298 0.39
H 13.698 3.791 21.373 0.41
H 12.728 5.947 20.005 0.52
H 10.289 6.481 21.131 0.63
N 13.858 6.377 16.977 0.13
C 15.011 5.894 16.397 -0.63
C 14.698 4.731 15.764 -0.71
C 13.313 4.482 15.988 -0.29
C 12.824 5.539 16.706 -0.07
H 13.850 7.166 17.602 0.20
H 15.906 6.486 16.490 0.40
H 15.324 4.118 15.137 0.39
H 12.781 3.605 15.658 0.50
H 11.844 5.729 17.109 0.07
N 8.189 10.509 21.836 0.03
C 7.313 9.560 22.292 -0.84
C 6.837 8.888 21.202 -0.25
C 7.524 9.378 20.062 0.18
C 8.337 10.390 20.483 -1.20
H 8.750 11.084 22.438 0.22
H 6.966 9.441 23.303 0.41
H 6.055 8.147 21.222 0.45
H 7.394 9.071 19.036 0.65
H 9.015 11.007 19.919 0.45
N 2.447 7.231 17.584 0.05
C 2.995 8.368 17.040 -0.87
C 4.234 8.523 17.594 -0.08
C 4.439 7.454 18.507 -0.03
C 3.319 6.665 18.463 -1.14
H 1.554 6.856 17.319 0.19
H 2.389 8.980 16.394 0.43
H 4.850 9.397 17.452 0.45
H 5.313 7.358 19.129 0.57
H 3.093 5.746 18.976 0.41
N 9.198 5.574 18.127 0.33
C 8.020 6.268 18.062 -0.93
C 7.425 5.953 16.874 -0.05
C 8.274 5.033 16.194 -0.38
C 9.328 4.785 17.018 -1.15
H 9.835 5.542 18.908 0.06
H 7.711 6.903 18.872 0.53
H 6.482 6.330 16.507 0.63
H 8.114 4.582 15.227 0.35
H 10.240 4.235 16.859 0.54
N 12.200 9.165 17.277 0.12
C 13.226 9.781 17.936 -0.88
C 12.983 9.643 19.283 -0.81
C 11.725 9.011 19.422 -0.05
C 11.281 8.674 18.166 -0.63
H 12.104 9.116 16.278 0.20
H 14.007 10.235 17.351 0.40
H 13.622 9.969 20.087 0.44
H 11.188 8.702 20.304 0.53
H 10.441 8.094 17.820 0.66
N 5.455 9.134 13.235 -0.04
C 5.890 7.975 13.821 -0.68
C 4.894 7.046 13.709 0.17
C 3.838 7.655 12.979 -1.05
C 4.201 8.952 12.736 -0.53
H 5.924 10.020 13.304 0.21
H 6.847 7.901 14.309 0.55
H 4.885 6.061 14.144 0.62
H 2.890 7.226 12.697 0.39
H 3.624 9.740 12.284 0.39

=====

104
Properties=species:S:1:pos:R:3:mulliken_spin:R:1 method="wB97M-V/def2-TZVPD" multiplicity=2 total_energy_ha=-9358.85299 lumo_ev="-0.47 / -0.48" charge=0 e_above_lowest_kj_mol=117.2
Co 0.031 -1.194 -0.646 1.01
N -2.529 1.173 0.045 0.00
C -2.186 1.071 -1.236 0.00
N -2.954 1.687 -2.137 0.00
C -2.500 1.675 -3.379 0.00
N -3.247 2.278 -4.327 0.00
N -1.350 1.097 -3.794 0.00
C -0.707 0.465 -2.841 0.04
N -1.066 0.370 -1.562 0.01
C 0.615 -0.143 -3.169 -0.02
C 1.077 -0.268 -4.463 0.00
C 2.375 -0.718 -4.649 0.00
C 3.160 -0.979 -3.538 0.00
C 2.601 -0.848 -2.280 0.00
N 1.340 -0.471 -2.098 -0.05
H -3.445 1.541 0.235 0.00
H -2.049 0.588 0.735 0.00
H -3.963 2.905 -4.002 0.00
H -2.812 2.462 -5.213 0.00
H 0.424 -0.010 -5.284 0.00
H 2.775 -0.844 -5.647 0.00
H 4.189 -1.295 -3.641 0.00
H 3.172 -1.029 -1.384 0.00
C -3.695 -1.849 -1.199 0.00
C -2.693 -2.962 -1.251 0.00
C -3.077 -4.263 -1.505 0.00
C -2.094 -5.255 -1.541 0.00
C -0.777 -4.946 -1.313 0.01
C -0.438 -3.597 -1.055 0.01
N -1.405 -2.650 -1.047 0.02
N 0.782 -3.064 -0.796 -0.05
Si 2.194 -4.072 -0.711 0.00
C 1.924 -5.522 0.452 0.00
C 3.746 -3.158 -0.171 0.00
C 2.588 -4.750 -2.417 0.00
H -4.708 -2.242 -1.260 0.00
H -3.543 -1.156 -2.032 0.00
H -3.589 -1.299 -0.265 0.00
H -4.120 -4.499 -1.665 0.00
H -2.376 -6.281 -1.748 0.00
H -0.015 -5.712 -1.320 0.00
H 0.954 -5.449 0.951 0.00
H 2.693 -5.535 1.228 0.00
H 1.960 -6.481 -0.074 0.00
H 3.532 -2.292 0.459 0.00
H 4.344 -2.836 -1.029 0.00
H 4.362 -3.844 0.416 0.00
H 1.781 -5.364 -2.823 0.00
H 3.495 -5.362 -2.386 0.00
H 2.760 -3.929 -3.120 0.00
C 1.327 3.423 -4.066 0.00
O 0.717 3.548 -2.774 0.00
C 1.316 2.948 -1.750 0.00
O 2.362 2.346 -1.845 0.00
C 0.641 3.101 -0.411 0.00
C -0.324 3.982 -0.139 0.00
As -0.802 4.572 1.678 0.00
C -2.759 4.433 1.528 0.00
C -0.489 2.920 2.676 0.00
C 0.508 2.076 2.447 -0.01
As 1.617 1.896 0.838 0.01
C 2.957 3.240 1.352 0.00
C 1.027 1.094 3.456 0.01
O 2.110 0.581 3.306 0.00
O 0.244 0.915 4.519 0.00
C 0.675 -0.045 5.494 0.00
C -1.370 2.918 3.892 0.00
O -1.328 3.768 4.744 0.00
O -2.287 1.952 3.822 0.00
C -3.196 1.867 4.928 0.00
C -1.059 4.846 -1.139 0.00
O -1.764 4.476 -2.035 0.00
O -0.916 6.139 -0.784 0.00
C -1.658 7.106 -1.539 0.00
H 1.254 4.399 -4.538 0.00
H 0.763 2.685 -4.635 0.00
H 2.365 3.116 -3.975 0.00
H -3.084 4.796 0.553 0.00
H -3.203 5.054 2.303 0.00
H -3.081 3.404 1.658 0.00
H 2.470 4.173 1.630 0.00
H 3.633 3.405 0.515 0.00
H 3.518 2.849 2.199 0.00
H 0.538 0.410 6.471 0.00
H 1.715 -0.310 5.335 0.00
H 0.045 -0.928 5.400 0.00
H -3.551 0.841 4.941 0.00
H -4.030 2.551 4.775 0.00
H -2.693 2.117 5.858 0.00
H -1.969 7.873 -0.836 0.00
H -2.519 6.644 -2.013 0.00
H -1.010 7.539 -2.298 0.00
C 3.382 -2.833 3.919 0.00
S 1.996 -2.833 2.765 0.00
C 0.846 -3.876 3.673 0.00
H 3.052 -2.512 4.909 0.00
H 4.108 -2.113 3.545 0.00
H 3.848 -3.817 3.989 0.00
H 1.294 -4.845 3.895 0.00
H -0.029 -4.018 3.040 0.00
H 0.531 -3.390 4.598 0.00
S -0.659 -0.882 1.580 0.03
C -1.882 -1.997 1.894 -0.01
N -2.733 -2.742 2.144 0.01

=====

91
Properties=species:S:1:pos:R:3:mulliken_charge:R:1 method="wB97M-V/def2-TZVPD" total_energy_ha=-2750.62481 lumo_ev=2.14 charge=-1
K -0.371 -0.715 -1.221 0.64
C 4.562 -0.508 -2.559 -1.55
C 3.873 -1.283 -1.436 1.06
C 4.774 -2.402 -0.912 -1.55
C 3.446 -0.370 -0.324 -0.08
C 4.221 0.473 0.498 -1.14
C 3.303 1.077 1.325 -0.53
N 2.079 0.605 1.021 1.13
N 2.166 -0.277 -0.001 -0.69
B 0.667 0.882 1.576 -0.25
N 0.260 2.353 1.299 1.73
C 0.271 3.414 2.123 -0.82
C -0.087 4.528 1.390 -0.93
C -0.280 4.033 0.087 -0.12
N -0.068 2.722 0.047 -0.96
C -0.695 4.768 -1.159 1.02
C -2.065 4.286 -1.636 -1.06
C -0.693 6.279 -0.950 -1.81
N 0.513 0.608 3.083 1.06
C 1.410 0.709 4.084 -0.26
C 0.755 0.472 5.273 -1.40
C -0.577 0.216 4.888 0.06
N -0.707 0.302 3.574 -0.58
C -1.742 -0.112 5.782 0.74
C -2.049 1.052 6.724 -1.35
C -2.981 -0.518 4.991 -1.29
H 4.829 -1.176 -3.382 0.43
H 5.479 -0.034 -2.197 0.30
H 3.911 0.275 -2.950 0.36
H 2.957 -1.737 -1.828 -0.15
H 5.693 -1.991 -0.484 0.34
H 5.048 -3.085 -1.718 0.42
H 4.264 -2.975 -0.137 0.35
H 5.287 0.630 0.481 0.46
H 3.442 1.834 2.081 0.59
H -0.059 0.158 0.952 -0.54
H 0.504 3.294 3.170 0.54
H -0.192 5.539 1.745 0.39
H 0.036 4.524 -1.936 0.25
H -2.825 4.486 -0.876 0.20
H -2.043 3.210 -1.813 0.12
H -2.358 4.785 -2.563 0.44
H -1.424 6.562 -0.189 0.32
H -0.958 6.795 -1.875 0.44
H 0.287 6.635 -0.626 0.41
H 2.447 0.921 3.886 0.39
H 1.177 0.462 6.265 0.44
H -1.441 -0.967 6.399 0.27
H -2.347 1.937 6.155 0.24
H -1.175 1.320 7.321 0.37
H -2.865 0.797 7.405 0.42
H -3.329 0.301 4.359 0.07
H -3.789 -0.793 5.672 0.45
H -2.766 -1.363 4.338 0.35
O -2.904 -0.083 -1.140 -0.21
S -3.992 0.910 -1.348 0.08
C -5.526 -0.005 -1.190 0.44
C -6.720 0.546 -1.629 -0.19
C -7.886 -0.197 -1.522 -0.62
C -7.843 -1.484 -1.001 -0.45
C -6.636 -2.032 -0.590 -0.61
C -5.466 -1.293 -0.684 -0.56
C -4.076 1.882 0.165 0.90
C -5.024 2.890 0.288 -0.78
C -5.013 3.696 1.412 -0.72
C -4.052 3.497 2.398 -1.02
C -3.114 2.488 2.263 -0.21
C -3.116 1.670 1.137 -0.59
H -6.741 1.539 -2.064 0.42
H -8.825 0.223 -1.859 0.38
H -8.754 -2.065 -0.927 0.37
H -6.599 -3.041 -0.201 0.40
H -4.507 -1.703 -0.390 0.39
H -5.763 3.054 -0.488 0.19
H -5.747 4.486 1.516 0.35
H -4.034 4.137 3.271 0.41
H -2.356 2.317 3.014 0.67
H -2.378 0.887 1.038 0.75
C -0.589 -5.346 -0.447 -1.68
C -0.842 -3.949 -1.042 1.63
C -2.193 -3.962 -1.762 -1.25
C 0.262 -3.400 -1.950 -1.38
H -1.388 -5.662 0.238 0.38
H 0.356 -5.359 0.100 0.37
H -0.515 -6.084 -1.252 0.32
H -0.957 -3.286 -0.162 -0.20
H -2.126 -4.603 -2.648 0.36
H -2.464 -2.961 -2.108 0.21
H -3.001 -4.348 -1.129 0.35
H 0.381 -4.089 -2.804 0.17
H 1.219 -3.463 -1.398 0.18

=====

86
Properties=species:S:1:pos:R:3:mulliken_charge:R:1 method="wB97M-V/def2-TZVPD" total_energy_ha=-1755.26088 lumo_ev=2.60 charge=-1
Li -1.080 -0.818 -0.141 0.01
C 4.920 -0.206 2.304 -1.65
C 3.556 -0.742 1.871 2.06
C 2.920 -1.596 2.967 -1.60
C 3.636 -1.505 0.565 1.00
C 4.403 -2.661 0.501 -0.44
C 4.463 -3.406 -0.664 -1.39
C 3.746 -2.990 -1.768 -1.00
C 2.968 -1.830 -1.757 0.50
C 2.209 -1.556 -3.052 0.93
C 0.931 -2.395 -3.103 -1.17
C 1.903 -0.108 -3.421 -1.73
C 2.923 -1.087 -0.573 -0.82
N 2.157 0.115 -0.460 0.52
B 0.827 0.289 0.159 0.10
N 0.792 1.780 0.179 1.16
C 1.975 2.331 -0.315 -1.13
C 2.796 1.333 -0.686 -0.42
C -0.073 2.633 0.931 -0.57
C -1.328 3.028 0.451 0.43
C -2.069 3.931 1.216 -1.09
C -1.612 4.420 2.424 -1.31
C -0.385 3.989 2.903 -0.53
C 0.393 3.099 2.174 0.81
C 1.711 2.627 2.756 2.09
C 2.685 3.783 2.978 -1.68
C 1.493 1.837 4.046 -1.36
C -2.041 2.499 -0.789 0.73
C -1.200 2.045 -1.978 -1.18
C -3.047 1.425 -0.363 -0.94
H 4.819 0.424 3.192 0.37
H 5.374 0.393 1.513 0.38
H 5.608 -1.020 2.550 0.37
H 2.898 0.108 1.706 -1.20
H 3.515 -2.492 3.168 0.39
H 1.917 -1.909 2.677 0.28
H 2.843 -1.030 3.898 0.40
H 4.952 -2.983 1.379 0.36
H 5.060 -4.309 -0.710 0.36
H 3.779 -3.574 -2.682 0.40
H 2.873 -1.935 -3.838 0.49
H 0.173 -2.000 -2.420 -0.04
H 1.122 -3.432 -2.824 0.42
H 0.500 -2.382 -4.108 0.42
H 1.141 0.325 -2.778 0.13
H 1.532 -0.084 -4.450 0.55
H 2.784 0.529 -3.362 0.37
H 2.140 3.396 -0.366 0.45
H 3.781 1.393 -1.123 0.47
H -3.038 4.244 0.841 0.39
H -2.210 5.121 2.992 0.36
H -0.024 4.349 3.860 0.33
H 2.161 1.951 2.033 -1.02
H 2.313 4.474 3.740 0.34
H 2.842 4.348 2.058 0.34
H 3.654 3.406 3.313 0.42
H 1.026 2.454 4.819 0.39
H 2.448 1.477 4.438 0.36
H 0.852 0.972 3.869 0.30
H -2.638 3.345 -1.148 0.51
H -0.767 1.054 -1.837 -0.32
H -0.373 2.728 -2.180 0.39
H -1.840 2.000 -2.863 0.54
H -2.563 0.607 0.171 -0.18
H -3.592 0.998 -1.209 0.26
H -3.772 1.837 0.343 0.56
C -2.762 -4.207 -1.522 -1.37
Si -2.751 -2.285 -1.525 0.39
C -2.990 -1.924 -3.392 -1.30
C -4.527 -1.916 -0.836 0.17
C -5.552 -1.299 -1.561 0.12
C -6.789 -1.004 -0.993 -0.66
C -7.047 -1.329 0.330 -0.40
C -6.052 -1.947 1.079 -0.68
C -4.819 -2.222 0.503 -0.42
H -3.689 -4.594 -1.957 0.31
H -2.664 -4.609 -0.511 0.29
H -1.921 -4.598 -2.103 0.32
H -3.879 -2.417 -3.801 0.38
H -2.120 -2.292 -3.945 0.34
H -3.065 -0.851 -3.601 0.26
H -5.384 -1.037 -2.600 0.26
H -7.554 -0.519 -1.589 0.35
H -8.008 -1.102 0.776 0.37
H -6.234 -2.206 2.116 0.35
H -4.051 -2.685 1.118 0.26